The following is a quantum chemistry calculation of a 2-piece molecular cluster, C8H21NO overall in a non-equilibrium geometry, from the Open Molecules 2025 dataset.

Last column: Löwdin charge in e.
Cartesian coordinates (Å):
C: 1.355 -1.375 2.187  -0.090
C: 1.282 -1.677 0.690  -0.418
C: 1.717 -3.116 0.417  -0.094
C: 2.273 -0.694 -0.105  -0.262
N: 2.018 0.712 -0.011  0.001
H: 0.997 -0.368 2.401  0.062
H: 0.738 -2.071 2.754  0.074
H: 2.380 -1.456 2.550  0.080
H: 0.229 -1.600 0.409  0.094
H: 2.744 -3.274 0.741  0.077
H: 1.655 -3.342 -0.645  0.072
H: 1.086 -3.819 0.960  0.074
H: 2.225 -0.978 -1.159  0.106
H: 3.286 -0.885 0.263  0.112
H: 2.048 1.030 0.952  0.061
H: 1.096 0.914 -0.388  0.031
C: -2.610 1.747 -2.024  -0.078
C: -2.264 1.708 -0.537  -0.411
C: -1.283 2.821 -0.179  -0.073
C: -1.680 0.332 -0.189  -0.248
O: -0.582 0.039 -1.029  -0.120
H: -3.324 0.965 -2.276  0.077
H: -1.709 1.598 -2.616  0.077
H: -3.048 2.707 -2.290  0.076
H: -3.179 1.835 0.052  0.135
H: -1.710 3.793 -0.416  0.077
H: -0.359 2.699 -0.740  0.075
H: -1.044 2.797 0.883  0.077
H: -1.346 0.325 0.859  0.115
H: -2.464 -0.428 -0.293  0.123
H: -0.525 -0.937 -1.219  0.119

Results
SMILES string: CC(C)CN.CC(C)CO
energy above the lowest of the compared OMol25 structures with the same formula, charge and spin: 20.4 kJ/mol
molecular weight: 147.3 Da
multiplicity: 1
HOMO level: -8.7 eV
frontier orbital gap: 9.3611 eV